Record 1
# C55H93I3N5O17S

8 unconnected molecules or ions with the total composition C55H93I3N5O17S (the ωB97M-V functional and the def2-TZVPD basis, OMol25).

Each line ends with the Mulliken charge.
Cartesian coordinates (Å):
C (3.76, -1.65, 2.90)  -0.018
C (4.62, -2.87, 2.64)  0.181
O (5.48, -3.14, 3.39)  -0.515
O (4.40, -3.67, 1.55)  -0.318
C (3.55, -4.81, 1.88)  -0.918
C (2.17, -4.56, 1.27)  1.290
C (1.06, -5.47, 1.85)  -0.828
C (-0.11, -4.68, 2.44)  -0.668
C (-0.93, -3.98, 1.31)  -0.480
C (-1.71, -2.78, 1.92)  -1.108
N (-1.19, -1.46, 1.52)  0.869
C (0.08, -1.08, 2.14)  -0.974
C (-0.06, -0.71, 3.63)  -0.640
C (0.75, 0.55, 3.93)  -1.028
S (0.52, 1.12, 5.65)  -0.145
C (-1.82, -0.69, 0.71)  -0.987
N (-1.43, 0.59, 0.35)  -0.278
C (-2.71, 1.34, 0.70)  -1.062
C (-2.78, 1.27, 2.26)  1.168
C (-3.27, 2.66, 2.82)  -1.041
C (-2.12, 3.51, 3.38)  -1.115
I (-2.99, 4.93, 4.77)  0.023
C (-3.69, 0.51, -0.16)  -0.749
C (-3.49, 1.06, -1.59)  -0.535
C (-4.02, 2.48, -1.81)  -0.075
C (-3.56, 3.05, -3.18)  -1.058
C (-2.05, 3.18, -3.30)  -0.500
N (-1.45, 4.10, -2.30)  -0.424
N (-5.07, 0.31, 0.32)  0.794
C (-6.03, -0.02, -0.75)  -1.077
C (-5.64, 1.38, 1.12)  0.703
C (-6.25, 2.67, 0.58)  -1.162
O (-5.69, 1.21, 2.28)  -0.511
N (-3.04, -0.85, 0.06)  1.447
C (-3.19, -1.80, -1.03)  -1.927
I (-1.23, -2.21, -1.95)  0.083
C (-3.82, -3.18, -0.63)  -0.090
C (-4.94, -3.07, 0.42)  -1.462
I (-4.75, -3.89, -2.47)  0.093
H (3.15, -1.84, 3.78)  -0.134
H (3.15, -1.38, 2.03)  0.172
H (4.40, -0.80, 3.13)  0.444
H (4.05, -5.66, 1.42)  0.221
H (3.50, -4.92, 2.97)  0.495
H (1.91, -3.51, 1.40)  -0.959
H (2.22, -4.75, 0.18)  0.057
H (0.66, -6.10, 1.05)  0.100
H (1.50, -6.15, 2.59)  0.649
H (0.28, -3.95, 3.17)  0.080
H (-0.77, -5.37, 2.99)  0.485
H (-1.61, -4.76, 0.96)  0.622
H (-0.21, -3.68, 0.56)  0.143
H (-2.79, -2.86, 1.81)  0.133
H (-1.53, -2.85, 2.99)  0.975
H (0.69, -1.99, 2.11)  -0.759
H (0.61, -0.32, 1.57)  0.834
H (0.29, -1.52, 4.28)  0.787
H (-1.11, -0.54, 3.90)  0.566
H (0.46, 1.36, 3.25)  0.680
H (1.81, 0.33, 3.79)  0.226
H (0.66, 2.47, 5.55)  0.116
H (-0.60, 0.94, 0.81)  0.598
H (-2.51, 2.39, 0.47)  0.852
H (-3.45, 0.50, 2.64)  0.775
H (-1.80, 1.14, 2.72)  -1.838
H (-3.85, 3.16, 2.04)  0.241
H (-3.96, 2.42, 3.63)  0.745
H (-1.64, 4.13, 2.63)  0.464
H (-1.44, 2.86, 3.92)  0.449
H (-2.43, 1.06, -1.87)  0.284
H (-3.98, 0.43, -2.34)  0.422
H (-3.73, 3.21, -1.06)  0.323
H (-5.11, 2.44, -1.89)  0.111
H (-4.09, 3.99, -3.39)  0.499
H (-3.87, 2.32, -3.93)  0.219
H (-1.85, 3.61, -4.29)  0.544
H (-1.59, 2.19, -3.33)  0.270
H (-0.67, 4.56, -2.77)  0.154
H (-0.99, 3.50, -1.61)  0.159
H (-6.97, -0.29, -0.25)  0.366
H (-6.27, 0.80, -1.43)  0.388
H (-5.75, -0.88, -1.35)  0.162
H (-6.83, 3.13, 1.38)  0.472
H (-6.80, 2.56, -0.34)  0.320
H (-5.42, 3.37, 0.39)  0.192
H (-3.78, -1.43, -1.86)  1.304
H (-3.06, -3.92, -0.40)  0.671
H (-5.07, -4.06, 0.86)  0.422
H (-5.87, -2.78, -0.05)  0.513
H (-4.65, -2.40, 1.23)  0.264
O (-3.51, 0.71, -5.14)  -0.591
C (-3.42, -0.27, -5.83)  0.440
O (-2.24, -0.88, -6.10)  -0.340
C (-2.45, -1.96, -7.03)  -0.466
C (-3.92, -2.32, -6.89)  -0.370
C (-4.55, -0.98, -6.54)  -0.441
H (-2.20, -1.61, -8.04)  0.270
H (-1.79, -2.78, -6.78)  0.334
H (-4.33, -2.79, -7.78)  0.350
H (-4.04, -3.02, -6.06)  0.111
H (-4.82, -0.41, -7.43)  0.304
H (-5.41, -1.10, -5.89)  0.273
O (-0.07, 6.29, -3.47)  -0.859
C (-0.91, 7.10, -3.77)  0.850
O (-1.60, 7.81, -2.86)  -0.412
C (-2.61, 8.61, -3.51)  -0.485
C (-2.12, 8.76, -4.95)  -0.453
C (-1.38, 7.45, -5.17)  -0.503
H (-3.56, 8.09, -3.45)  0.269
H (-2.70, 9.57, -3.00)  0.344
H (-2.92, 8.94, -5.66)  0.381
H (-1.41, 9.59, -5.01)  0.196
H (-2.05, 6.65, -5.52)  0.302
H (-0.54, 7.56, -5.84)  0.310
O (1.85, -1.82, 5.85)  -0.291
C (1.98, -1.87, 7.05)  0.286
O (1.52, -0.92, 7.89)  -0.338
C (1.94, -1.22, 9.24)  -0.477
C (2.21, -2.72, 9.24)  -0.588
C (2.70, -2.95, 7.82)  -0.463
H (2.83, -0.63, 9.47)  0.284
H (1.15, -0.94, 9.93)  0.309
H (2.92, -3.02, 10.01)  0.342
H (1.28, -3.26, 9.41)  0.272
H (3.78, -2.80, 7.72)  0.292
H (2.43, -3.94, 7.45)  0.329
O (1.06, 9.05, -6.16)  -0.606
C (1.99, 9.10, -5.39)  0.573
O (2.74, 10.21, -5.22)  -0.376
C (3.84, 9.91, -4.33)  -0.462
C (3.39, 8.70, -3.53)  -0.601
C (2.51, 7.96, -4.54)  0.229
H (4.73, 9.71, -4.93)  0.253
H (4.03, 10.78, -3.70)  0.352
H (4.21, 8.11, -3.15)  0.355
H (2.78, 9.02, -2.68)  0.272
H (3.09, 7.29, -5.17)  0.284
H (1.69, 7.43, -4.06)  -0.272
O (1.32, -6.04, -1.42)  -0.614
C (1.90, -7.09, -1.37)  0.493
O (1.48, -8.13, -0.60)  -0.401
C (2.44, -9.20, -0.67)  -0.437
C (3.20, -8.97, -1.96)  -0.687
C (3.19, -7.46, -2.08)  0.225
H (3.08, -9.15, 0.21)  0.251
H (1.91, -10.16, -0.66)  0.327
H (4.20, -9.41, -1.95)  0.333
H (2.66, -9.41, -2.80)  0.321
H (4.03, -7.00, -1.55)  0.151
H (3.17, -7.13, -3.11)  0.085
O (5.53, -6.95, -3.74)  -0.562
C (5.27, -5.83, -4.09)  0.536
O (4.12, -5.19, -3.75)  -0.321
C (4.07, -3.91, -4.41)  -0.447
C (5.51, -3.57, -4.74)  -0.491
C (6.12, -4.95, -4.98)  -0.505
H (3.45, -4.01, -5.30)  0.255
H (3.61, -3.18, -3.74)  0.300
H (5.61, -2.89, -5.58)  0.336
H (5.99, -3.10, -3.87)  0.266
H (6.00, -5.27, -6.01)  0.277
H (7.16, -4.99, -4.68)  0.319
O (5.97, 5.05, 6.12)  -0.546
C (5.35, 4.05, 5.95)  0.401
O (4.82, 3.69, 4.75)  -0.391
C (4.04, 2.49, 4.90)  0.020
C (4.57, 1.82, 6.16)  0.016
C (4.99, 3.01, 7.00)  -0.487
H (2.99, 2.77, 5.00)  0.038
H (4.16, 1.87, 4.02)  0.135
H (3.84, 1.17, 6.64)  -0.101
H (5.45, 1.22, 5.91)  0.295
H (4.17, 3.40, 7.61)  0.279
H (5.85, 2.79, 7.63)  0.319

For the orbital gap, the calculation gives 8.716 eV. The value obtained for the HOMO energy is -10.923 eV. The total charge is +1. The value obtained for the molecular weight is 1509.15 g mol⁻¹.

Record 2
# C56H114F15N6O13

11 unconnected molecules or ions with the total composition C56H114F15N6O13 (the ωB97M-V functional and the def2-TZVPD basis, OMol25).

Each line ends with the Mulliken charge.
Cartesian coordinates (Å):
C (-1.18, 1.82, -5.19)  -1.705
C (-1.09, 0.77, -4.06)  1.022
C (-0.68, -0.70, -4.42)  1.058
C (-1.84, -1.36, -5.16)  -1.084
N (-1.91, -2.93, -5.21)  0.499
C (-2.95, -3.45, -6.18)  -0.499
C (-2.37, -3.19, -7.58)  -0.610
C (-0.85, -3.35, -7.38)  -0.797
C (-0.66, -3.53, -5.89)  -0.517
C (-2.07, -3.57, -3.87)  -0.985
H (-1.45, 2.77, -4.68)  0.146
H (-1.95, 1.52, -5.88)  0.625
H (-0.22, 1.96, -5.68)  0.253
H (-2.05, 0.72, -3.52)  0.541
H (-0.31, 1.20, -3.48)  -1.186
H (-0.32, -1.16, -3.47)  -0.918
H (0.13, -0.63, -5.15)  0.335
H (-1.78, -1.06, -6.21)  0.300
H (-2.80, -0.96, -4.77)  0.295
H (-3.05, -4.52, -6.06)  0.444
H (-3.85, -2.88, -6.01)  0.386
H (-2.77, -3.95, -8.29)  0.386
H (-2.56, -2.16, -7.91)  0.307
H (-0.38, -4.16, -7.92)  0.464
H (-0.35, -2.43, -7.64)  0.282
H (-0.75, -4.58, -5.61)  0.546
H (0.29, -3.20, -5.45)  0.299
H (-2.25, -4.65, -4.07)  0.447
H (-2.91, -3.14, -3.35)  0.426
H (-1.16, -3.52, -3.27)  -0.028
C (4.65, 4.61, -7.60)  -1.245
C (4.87, 5.56, -6.43)  -0.656
C (4.53, 5.02, -5.06)  -0.271
C (3.05, 4.78, -5.02)  -0.941
N (2.51, 4.42, -3.68)  1.114
C (2.90, 3.01, -3.24)  -1.064
C (1.87, 2.63, -2.12)  1.959
C (0.70, 3.60, -2.41)  3.333
C (0.99, 4.25, -3.69)  -1.029
C (2.92, 5.30, -2.53)  -0.824
H (4.61, 5.24, -8.46)  0.368
H (3.76, 3.97, -7.62)  0.322
H (5.45, 3.89, -7.73)  0.321
H (4.27, 6.45, -6.63)  0.402
H (5.90, 5.82, -6.43)  0.448
H (4.73, 5.82, -4.36)  0.253
H (5.02, 4.08, -4.88)  0.289
H (2.78, 3.88, -5.64)  0.215
H (2.52, 5.65, -5.40)  0.411
H (3.91, 3.02, -2.87)  0.643
H (2.76, 2.37, -4.15)  0.068
H (2.24, 2.86, -1.10)  -0.660
H (1.65, 1.53, -2.11)  -0.747
H (0.53, 4.25, -1.57)  -1.486
H (-0.29, 3.12, -2.36)  -1.277
H (0.43, 5.18, -3.81)  0.237
H (0.75, 3.57, -4.51)  -0.015
H (2.74, 4.81, -1.56)  0.199
H (2.25, 6.19, -2.57)  0.226
H (4.01, 5.58, -2.56)  0.393
C (-5.51, -2.44, 7.46)  -1.476
C (-4.68, -2.09, 6.26)  -0.145
C (-4.08, -0.63, 6.33)  -0.626
C (-3.87, -0.08, 4.96)  0.020
N (-3.05, 1.22, 4.95)  0.688
C (-3.07, 1.75, 3.57)  0.094
C (-1.81, 2.63, 3.48)  -0.255
C (-1.00, 2.29, 4.74)  1.037
C (-1.56, 0.96, 5.27)  -0.168
C (-3.62, 2.22, 5.87)  -1.072
H (-4.90, -2.41, 8.36)  0.340
H (-5.85, -3.50, 7.45)  0.403
H (-6.41, -1.76, 7.60)  0.315
H (-5.33, -2.05, 5.41)  0.309
H (-3.92, -2.82, 6.01)  0.150
H (-3.20, -0.58, 7.01)  0.348
H (-4.92, -0.08, 6.71)  0.453
H (-4.85, 0.14, 4.49)  0.391
H (-3.38, -0.71, 4.24)  -0.719
H (-3.98, 2.37, 3.60)  0.580
H (-3.14, 0.93, 2.86)  -0.279
H (-2.16, 3.68, 3.46)  0.379
H (-1.21, 2.45, 2.61)  -0.439
H (-1.11, 3.10, 5.49)  0.350
H (0.05, 2.26, 4.46)  -1.168
H (-1.43, 0.66, 6.33)  0.574
H (-1.22, 0.13, 4.68)  -0.206
H (-4.71, 2.26, 5.77)  0.339
H (-3.27, 3.23, 5.73)  0.448
H (-3.31, 1.93, 6.87)  0.372
C (-5.66, 1.25, 1.52)  -1.141
C (-5.42, -0.16, 1.23)  0.672
O (-4.61, -0.91, 1.72)  -0.139
N (-6.52, -0.67, 0.49)  -0.265
H (-7.41, -0.23, 0.46)  0.299
H (-2.76, -2.41, 2.18)  0.181
C (-6.62, -2.11, 0.64)  -0.875
H (-4.76, 1.84, 1.81)  -0.088
H (-6.37, 1.31, 2.32)  0.287
H (-6.01, 1.64, 0.57)  0.639
H (-7.58, -2.52, 0.21)  0.364
H (-6.47, -2.59, 1.61)  0.233
H (-5.83, -2.65, 0.05)  0.171
C (6.34, 0.05, 5.01)  -1.137
C (5.23, 1.05, 4.94)  0.867
O (5.57, 2.19, 4.62)  -0.651
N (3.91, 0.87, 5.20)  -0.104
H (7.45, -2.48, 1.70)  0.344
H (3.65, 0.07, 5.74)  0.252
C (3.19, 2.09, 5.58)  -0.441
H (6.36, -0.53, 5.93)  0.371
H (7.26, 0.64, 5.00)  0.354
H (6.46, -0.56, 4.13)  0.168
H (3.77, 3.02, 5.42)  0.321
H (2.94, 2.04, 6.61)  0.456
H (2.30, 2.18, 4.95)  -0.350
C (1.62, -1.79, 0.01)  -0.935
C (0.38, -0.86, -0.35)  0.603
O (0.43, -0.13, -1.32)  -0.220
N (-0.76, -0.81, 0.44)  1.301
H (-1.00, -1.44, 1.26)  -0.414
H (0.67, 1.62, 1.08)  -0.149
C (-1.69, 0.21, 0.14)  -0.040
H (1.38, -2.65, 0.59)  0.153
H (2.30, -1.19, 0.60)  0.108
H (2.05, -1.92, -0.98)  0.074
H (-2.62, -0.15, -0.32)  0.299
H (-1.30, 0.73, -0.71)  -0.036
H (-1.94, 0.88, 0.95)  -0.826
C (7.43, -4.47, 2.10)  -0.103
O (6.09, -4.32, 2.40)  -0.288
O (7.90, -3.36, 1.47)  -0.567
C (8.05, -4.85, 3.51)  0.831
F (7.81, -3.96, 4.49)  -0.250
F (7.40, -5.95, 3.88)  -0.254
F (9.38, -5.07, 3.50)  -0.264
C (5.24, -4.47, 1.24)  -0.372
C (3.80, -4.81, 1.69)  -0.647
H (3.47, -4.01, 2.37)  0.247
H (3.19, -4.82, 0.83)  -0.041
H (3.71, -5.71, 2.28)  0.418
H (5.76, -5.26, 0.63)  0.288
H (5.26, -3.56, 0.64)  0.215
H (7.57, -5.34, 1.45)  0.426
C (2.39, 2.22, 1.69)  -0.146
O (2.05, 3.38, 0.96)  0.002
O (1.32, 1.42, 1.90)  0.393
C (3.63, 1.64, 0.91)  0.455
F (4.14, 0.59, 1.58)  -0.254
F (3.43, 1.28, -0.29)  -0.023
F (4.55, 2.62, 0.93)  -0.334
C (1.40, 4.47, 1.72)  -0.119
C (0.37, 5.13, 0.85)  -0.558
H (0.79, 5.61, -0.03)  0.022
H (-0.30, 4.40, 0.40)  -0.181
H (-0.11, 5.94, 1.42)  0.463
H (2.19, 5.14, 2.08)  0.294
H (0.85, 3.98, 2.53)  0.005
H (2.85, 2.47, 2.66)  0.095
C (1.15, -4.37, -2.77)  -0.843
O (0.47, -4.64, -1.50)  0.409
O (1.00, -3.16, -3.24)  -0.615
C (2.69, -4.59, -2.50)  0.889
F (3.42, -4.85, -3.63)  -0.338
F (3.26, -3.46, -2.08)  -0.213
F (2.95, -5.53, -1.55)  -0.300
C (0.19, -6.01, -1.34)  -0.562
C (-0.51, -6.22, 0.03)  -1.039
H (-1.22, -5.39, 0.13)  0.211
H (-0.92, -7.20, 0.12)  0.435
H (0.18, -6.09, 0.85)  0.241
H (1.14, -6.60, -1.37)  0.312
H (-0.53, -6.29, -2.11)  0.281
H (0.67, -5.09, -3.41)  0.334
C (-2.37, 4.19, -1.72)  0.591
O (-2.07, 5.54, -1.39)  -0.262
O (-1.92, 3.36, -0.88)  -0.482
C (-3.91, 3.91, -1.83)  0.635
F (-4.39, 3.76, -0.59)  -0.267
F (-4.69, 4.81, -2.47)  -0.331
F (-4.13, 2.70, -2.42)  -0.269
C (-1.97, 6.50, -2.46)  -0.210
C (-1.11, 7.68, -1.95)  -1.263
H (-0.09, 7.38, -1.64)  0.170
H (-1.06, 8.50, -2.65)  0.406
H (-1.63, 8.05, -1.09)  0.359
H (-3.00, 6.88, -2.51)  0.427
H (-1.64, 6.15, -3.45)  0.260
H (-1.94, 4.02, -2.70)  -0.653
C (-1.53, -3.59, 3.34)  0.269
O (-2.61, -4.36, 3.62)  -0.246
O (-2.03, -2.28, 2.92)  -0.099
C (-0.63, -3.33, 4.61)  0.336
F (0.37, -2.51, 4.26)  -0.200
F (-1.36, -2.77, 5.59)  -0.225
F (0.01, -4.39, 5.14)  -0.319
C (-2.44, -5.73, 3.24)  -0.184
C (-3.54, -6.27, 2.24)  -1.146
H (-3.71, -5.49, 1.49)  0.244
H (-3.23, -7.13, 1.69)  0.342
H (-4.42, -6.29, 2.86)  0.371
H (-2.57, -6.27, 4.19)  0.360
H (-1.43, -5.88, 2.90)  0.289
H (-0.84, -4.15, 2.61)  -0.321

For the orbital gap, the calculation gives 7.049 eV. The value obtained for the HOMO energy is -8.705 eV. The total charge is +1. The value obtained for the molecular weight is 1364.53 g mol⁻¹.

> What is the orbital gap in the first record?

8.716 eV